Molecular formula: C7H12O2
Method: DFT, ωB97M-V with the def2-TZVPD basis set

Computed properties:
relative energy (zero: lowest compared OMol25 entry of this formula, charge and spin) = 143.1 kcal per mole
LUMO level = 0.994 eV
SMILES = CO[C@]12C[C@@H]1CCCO2
frontier orbital gap = 10.133 eV
energy = -424.16797 hartree
HOMO energy = -9.139 eV

Structure (ORCA input):
```
! RIJCOSX wB97M-V def2-TZVPD def2/J DEFGRID3
* xyz 0 1
C -2.379 -0.648 -0.593
O -0.816 -0.490 -0.896
C -0.516 -0.067 0.389
C -1.086 1.333 0.743
C 0.441 1.002 0.524
C 1.438 1.057 -0.706
C 1.914 -0.406 -0.654
C 1.250 -1.334 0.549
O -0.134 -1.176 1.132
H -2.591 -1.760 -0.354
H -2.886 0.263 0.068
H -3.109 -0.508 -1.521
H -1.409 1.490 1.850
H -1.617 2.067 0.051
H 0.838 1.016 1.544
H 2.270 1.772 -0.397
H 0.797 1.360 -1.447
H 2.999 -0.653 -0.464
H 1.663 -0.933 -1.506
H 1.774 -1.059 1.522
H 1.161 -2.327 0.164
*
```

The computed Mulliken charges, all in e, follow: C -0.74; O -0.37; C 1.05; C -1.10; C -0.16; C -0.66; C -0.58; C -0.73; O -0.51; H 0.25; H 0.31; H 0.26; H 0.22; H 0.35; H 0.30; H 0.26; H 0.42; H 0.34; H 0.30; H 0.37; H 0.40


Molecular formula: C7H12O3
Method: DFT, ωB97M-V with the def2-TZVPD basis set

Computed properties:
relative energy (zero: lowest compared OMol25 entry of this formula, charge and spin) = 38.9 kcal per mole
LUMO level = 0.303 eV
SMILES = CC1(C)C[C@]1(CO)C(=O)O
frontier orbital gap = 10.006 eV
energy = -499.58456 hartree
HOMO energy = -9.703 eV

Structure (ORCA input):
```
! RIJCOSX wB97M-V def2-TZVPD def2/J DEFGRID3
* xyz 0 1
C 1.442 1.411 -0.413
C 0.397 0.789 0.491
C 0.934 0.422 1.861
C -1.035 1.226 0.371
C -0.644 -0.140 -0.129
C -0.704 -0.473 -1.609
O -0.866 -1.928 -1.952
C -1.101 -1.324 0.675
O -2.307 -1.496 0.781
O -0.274 -2.358 0.764
H 1.020 1.795 -1.350
H 1.921 2.250 0.114
H 2.226 0.682 -0.666
H 1.508 1.266 2.269
H 0.135 0.180 2.574
H 1.610 -0.443 1.793
H -1.639 1.265 1.278
H -1.287 1.970 -0.387
H -1.479 0.130 -2.094
H 0.208 -0.164 -2.147
H -0.001 -2.333 -2.042
H -0.066 -2.730 -0.181
*
```

The computed Mulliken charges, all in e, follow: C -1.73; C 1.56; C -1.65; C -1.30; C 1.36; C -0.80; O -0.63; C 0.04; O -0.56; O -0.55; H 0.39; H 0.43; H 0.34; H 0.46; H 0.37; H 0.31; H 0.28; H 0.29; H 0.34; H 0.33; H 0.33; H 0.38


Molecular formula: C7H12OS2
Method: DFT, ωB97M-V with the def2-TZVPD basis set

Computed properties:
relative energy (zero: lowest compared OMol25 entry of this formula, charge and spin) = 53.4 kcal per mole
LUMO level = 0.560 eV
SMILES = C#CCCS.CCOC=S
frontier orbital gap = 9.486 eV
energy = -1145.43287 hartree
HOMO energy = -8.926 eV

Structure (ORCA input):
```
! RIJCOSX wB97M-V def2-TZVPD def2/J DEFGRID3
* xyz 0 1
C -2.812 -0.030 0.181
C -2.217 0.849 -0.387
C -1.470 1.891 -1.099
C -0.417 1.284 -2.033
S 0.575 2.530 -2.905
H -3.344 -0.803 0.690
H -2.167 2.510 -1.676
H -0.979 2.557 -0.382
H 0.298 0.693 -1.455
H -0.887 0.608 -2.751
H -0.419 3.021 -3.661
C 0.733 -0.925 0.199
C 1.933 -1.477 0.941
O 1.521 -2.405 1.965
C 1.184 -1.959 3.160
S 1.160 -0.430 3.719
H 0.129 -1.736 -0.219
H 0.107 -0.322 0.862
H 1.074 -0.289 -0.624
H 2.569 -2.075 0.286
H 2.526 -0.684 1.403
H 0.904 -2.808 3.787
*
```

The computed Mulliken charges, all in e, follow: C 0.06; C -0.41; C -0.53; C 0.17; S -0.22; H 0.38; H 0.38; H 0.27; H -0.59; H 0.39; H 0.11; C -0.70; C -0.69; O -0.33; C 0.00; S -0.27; H 0.34; H 0.29; H 0.28; H 0.32; H 0.41; H 0.33


Molecular formula: C7H12S
Method: DFT, ωB97M-V with the def2-TZVPD basis set

Computed properties:
relative energy (zero: lowest compared OMol25 entry of this formula, charge and spin) = 137.4 kcal per mole
LUMO level = -0.161 eV
frontier orbital gap = 8.403 eV
energy = -671.89801 hartree
HOMO energy = -8.563 eV

Structure (ORCA input):
```
! RIJCOSX wB97M-V def2-TZVPD def2/J DEFGRID3
* xyz 0 1
C -0.362 2.404 0.141
C 0.256 1.341 -0.741
C 0.360 0.030 0.061
C 1.081 -0.017 1.343
C 1.527 -1.027 0.203
C 2.649 -0.836 -0.800
C -0.961 -0.646 0.529
H -0.601 3.379 -0.233
H 0.253 2.516 1.034
H -1.418 2.003 0.310
H -0.426 1.193 -1.643
H 1.252 1.630 -1.136
H 0.850 -0.270 2.377
H 1.649 0.806 1.290
H 1.355 -2.052 0.432
H 1.990 -0.446 -1.950
H 3.481 0.121 -0.393
H 3.482 -1.792 -0.996
H -0.752 -1.066 1.718
S -2.401 -0.845 -0.327
*
```

The computed Mulliken charges, all in e, follow: C -1.10; C -0.61; C 1.02; C -1.31; C 0.01; C -1.03; C -0.46; H 0.39; H 0.29; H 0.24; H 0.30; H 0.38; H 0.35; H 0.41; H 0.46; H 0.20; H 0.21; H 0.30; H 0.15; S -0.20


Molecular formula: C7H13AgF3N3O4S
Method: DFT, ωB97M-V with the def2-TZVPD basis set

Computed properties:
LUMO level = -8.758 eV
frontier orbital gap = 7.851 eV
energy = -1583.82853 hartree
HOMO energy = -16.609 eV

Structure (ORCA input):
```
! RIJCOSX wB97M-V def2-TZVPD def2/J DEFGRID3
* xyz 2 1
Ag -0.365 -1.841 -0.490
F 3.732 -3.641 -1.897
C 3.458 -2.432 -1.388
F 4.574 -1.793 -1.130
F 2.734 -1.752 -2.274
S 2.470 -2.661 0.151
O 1.278 -3.459 -0.386
O 3.255 -3.440 1.043
O 1.993 -1.344 0.503
O 2.651 -5.812 -0.462
N 1.711 -5.471 -0.845
C -1.361 1.863 1.879
C -0.865 0.469 1.446
N -1.060 0.286 -0.015
C -2.452 0.648 -0.365
C -2.668 2.164 -0.182
N -1.519 2.686 0.633
C -0.253 2.630 -0.173
C -0.129 1.198 -0.729
H -0.653 2.368 2.533
H -2.332 1.831 2.370
H -1.421 -0.299 1.982
H 0.194 0.333 1.662
H -3.123 0.077 0.275
H -2.652 0.369 -1.397
H -3.591 2.390 0.348
H -2.665 2.706 -1.126
H -1.707 3.654 0.894
H 0.566 2.892 0.494
H -0.317 3.377 -0.961
H 0.890 0.836 -0.601
H -0.374 1.168 -1.790
*
```

The computed Mulliken charges, all in e, follow: Ag 0.48; F -0.24; C 0.74; F -0.19; F -0.22; S 1.32; O -0.84; O -0.57; O -0.57; O 0.16; N 0.62; C -0.67; C -0.40; N 0.03; C -0.57; C -0.62; N -0.05; C -0.73; C -0.26; H 0.39; H 0.30; H 0.50; H 0.30; H 0.35; H 0.32; H 0.38; H 0.35; H 0.31; H 0.38; H 0.35; H 0.18; H 0.46


Molecular formula: C7H13BCuN4
Method: DFT, ωB97M-V with the def2-TZVPD basis set

Computed properties:
relative energy (zero: lowest compared OMol25 entry of this formula, charge and spin) = 0.0 kcal per mole
LUMO level (spin up / spin down) = 0.679 / -1.598 eV
frontier orbital gap (spin up / spin down) = 9.819 / 7.419 eV
energy = -2158.80046 hartree
HOMO energy (spin up / spin down) = -9.140 / -9.017 eV

Structure (ORCA input):
```
! RIJCOSX wB97M-V def2-TZVPD def2/J DEFGRID3
* xyz 0 2
Cu -0.285 -0.899 -1.004
C -0.893 -0.980 -2.862
H 0.148 -1.246 -3.142
H -1.516 -1.797 -3.220
H -1.121 0.009 -3.266
H -3.502 -0.082 -3.655
H -3.472 -0.318 -2.922
B 1.522 -0.957 1.320
N 1.790 0.289 0.352
C 2.710 1.260 0.501
C 2.394 2.293 -0.386
C 1.243 1.878 -1.093
N 0.898 0.651 -0.650
N 0.024 -0.786 1.766
C -0.545 -0.738 2.986
C -1.882 -0.400 2.820
C -2.094 -0.308 1.428
N -0.939 -0.600 0.796
H 2.241 -0.767 2.263
H 1.743 -1.993 0.744
H 3.507 1.141 1.226
H 2.924 3.207 -0.516
H 0.707 2.434 -1.856
H 0.023 -0.975 3.879
H -2.611 -0.249 3.581
H -3.015 -0.064 0.910
*
```

The computed Mulliken charges, all in e, follow: Cu -0.18; C -0.84; H 0.23; H 0.48; H 0.24; H 0.17; H -0.17; B 0.50; N 0.19; C -0.14; C -0.87; C -0.07; N -0.40; N 0.06; C -0.13; C -0.90; C -0.14; N -0.21; H -0.14; H -0.16; H 0.41; H 0.38; H 0.43; H 0.42; H 0.38; H 0.45


Molecular formula: C7H13BF4N4NaOS4Sb
Method: DFT, ωB97M-V with the def2-TZVPD basis set

Computed properties:
LUMO level = 4.102 eV
frontier orbital gap = 6.180 eV
energy = -2988.83063 hartree
HOMO energy = -2.078 eV

Structure (ORCA input):
```
! RIJCOSX wB97M-V def2-TZVPD def2/J DEFGRID3
* xyz -2 1
Na 1.143 -1.974 -0.213
S -3.792 -3.247 2.701
Sb -1.678 -3.670 1.972
S -0.331 -1.787 2.072
S -2.471 -4.258 -0.457
S -0.585 -5.601 2.423
F 3.017 -1.265 -1.045
B 4.286 -0.579 -1.003
F 4.659 -0.433 0.335
F 5.224 -1.318 -1.716
F 4.096 0.683 -1.591
O -0.098 -3.651 -0.784
N -1.012 -4.193 -1.365
C 0.803 2.571 1.338
C 1.884 1.981 0.439
N 1.279 1.353 -0.732
C -0.032 0.926 -0.734
N -0.335 -0.201 -1.279
C -1.752 -0.509 -1.396
C -2.573 0.037 -0.238
C -2.335 1.530 -0.111
N -0.917 1.825 -0.190
C -0.377 2.992 0.471
H 1.202 3.417 1.903
H 0.448 1.825 2.052
H 2.493 1.260 0.992
H 2.561 2.766 0.090
H 1.894 0.709 -1.212
H -1.864 -1.592 -1.436
H -2.134 -0.120 -2.354
H -2.253 -0.462 0.680
H -3.636 -0.169 -0.373
H -2.713 1.894 0.849
H -2.871 2.077 -0.902
H -1.173 3.431 1.075
H -0.057 3.750 -0.258
*
```

The computed Mulliken charges, all in e, follow: Na 1.01; S -0.73; Sb 0.81; S -0.64; S -0.27; S -0.69; F -0.47; B 0.50; F -0.42; F -0.38; F -0.41; O -0.32; N -0.07; C -0.68; C -0.45; N -0.19; C 0.29; N -0.59; C -0.30; C -0.43; C -0.71; N 0.26; C -0.82; H 0.46; H 0.24; H 0.18; H 0.36; H 0.37; H -0.03; H 0.26; H 0.04; H 0.39; H 0.44; H 0.25; H 0.45; H 0.28


Molecular formula: C7H13BI2O2
Method: DFT, ωB97M-V with the def2-TZVPD basis set

Computed properties:
LUMO level = -0.090 eV
frontier orbital gap = 9.071 eV
energy = -1045.29077 hartree
HOMO energy = -9.162 eV

Structure (ORCA input):
```
! RIJCOSX wB97M-V def2-TZVPD def2/J DEFGRID3
* xyz 0 1
C 0.497 -1.540 -1.510
C 0.232 -2.345 -0.237
C -1.133 -2.032 0.354
I -1.565 -3.488 1.900
B -1.259 -0.650 1.101
I -3.287 0.018 1.454
C -0.031 0.176 1.606
C -0.177 1.701 1.645
O 0.629 2.318 0.630
C 0.171 2.159 -0.628
C 1.244 2.367 -1.665
O -0.981 1.890 -0.898
H 1.555 -1.614 -1.760
H -0.054 -1.954 -2.350
H 0.256 -0.486 -1.390
H 0.270 -3.402 -0.501
H 1.021 -2.190 0.495
H -1.929 -2.129 -0.379
H 0.147 -0.168 2.630
H 0.882 -0.052 1.058
H 0.201 2.093 2.584
H -1.206 2.032 1.553
H 1.356 3.435 -1.836
H 2.193 2.006 -1.280
H 0.965 1.857 -2.577
*
```

The computed Mulliken charges, all in e, follow: C -0.92; C -0.58; C -0.67; I 0.03; B 0.15; I -0.09; C -0.55; C -0.44; O -0.40; C 0.78; C -1.13; O -0.53; H 0.33; H 0.40; H 0.03; H 0.51; H 0.33; H 0.54; H 0.34; H 0.33; H 0.30; H 0.23; H 0.36; H 0.31; H 0.35


Molecular formula: C7H13BN4W
Method: DFT, ωB97M-V with the def2-TZVPD basis set

Computed properties:
relative energy (zero: lowest compared OMol25 entry of this formula, charge and spin) = 0.0 kcal per mole
LUMO level (spin up / spin down) = -11.223 / -10.515 eV
frontier orbital gap (spin up / spin down) = 5.939 / 6.720 eV
energy = -584.68291 hartree
HOMO energy (spin up / spin down) = -17.162 / -17.234 eV

Structure (ORCA input):
```
! RIJCOSX wB97M-V def2-TZVPD def2/J DEFGRID3
* xyz 2 3
W -0.121 0.475 -1.388
C -1.598 1.082 -2.685
H -2.368 0.319 -2.504
H -1.888 2.066 -2.286
H -1.412 1.137 -3.742
H 0.750 0.858 -2.873
H 1.397 0.524 -2.420
B 0.994 0.546 1.634
N 1.556 -0.588 0.713
C 2.392 -1.561 1.073
C 2.712 -2.327 -0.039
C 2.057 -1.772 -1.124
N 1.362 -0.691 -0.657
N -0.560 0.553 1.481
C -1.473 0.588 2.455
C -2.744 0.629 1.890
C -2.568 0.651 0.512
N -1.229 0.639 0.264
H 1.509 1.618 1.410
H 1.228 0.233 2.802
H 2.701 -1.632 2.099
H 3.372 -3.162 -0.063
H 2.031 -2.055 -2.157
H -1.147 0.554 3.481
H -3.677 0.652 2.422
H -3.274 0.665 -0.296
*
```

The computed Mulliken charges, all in e, follow: W 1.28; C -1.27; H 0.34; H 0.45; H 0.56; H 0.21; H 0.22; B -0.01; N 0.00; C 0.10; C -0.90; C -0.11; N -0.36; N -0.14; C 0.05; C -0.99; C 0.01; N -0.16; H -0.02; H -0.03; H 0.49; H 0.44; H 0.50; H 0.48; H 0.42; H 0.44


Molecular formula: C7H13BrNO12P2S2
Method: DFT, ωB97M-V with the def2-TZVPD basis set

Computed properties:
LUMO level = 2.137 eV
frontier orbital gap = 7.098 eV
energy = -5285.38673 hartree
HOMO energy = -4.961 eV

Structure (ORCA input):
```
! RIJCOSX wB97M-V def2-TZVPD def2/J DEFGRID3
* xyz -1 1
C 0.908 0.280 -1.173
P 0.521 -0.857 0.196
O 0.214 -2.242 -0.606
S 2.451 -1.032 1.201
O 3.207 0.073 0.676
O 2.151 -0.906 2.588
N 3.235 -2.369 0.790
S 2.758 -3.647 1.590
O 1.350 -3.908 1.530
O 3.345 -3.837 2.880
P 3.562 -5.186 0.260
O 5.125 -5.138 0.706
Br 2.751 -6.984 1.339
H 0.988 -0.314 -2.074
H 0.122 1.018 -1.257
H 1.854 0.772 -1.010
H -0.665 -2.540 -0.318
H 5.587 -5.759 0.105
C 0.573 4.860 -0.184
C 0.466 4.768 1.327
O -0.673 3.916 1.496
C -0.808 3.166 0.380
O -1.532 2.234 0.279
O 0.007 3.615 -0.602
H 1.594 4.951 -0.541
H -0.027 5.674 -0.596
H 1.333 4.288 1.780
H 0.296 5.728 1.806
C -4.235 0.741 -0.705
C -4.144 0.326 -2.161
O -3.526 -0.961 -2.071
C -3.772 -1.467 -0.836
O -3.536 -2.582 -0.510
O -4.326 -0.527 -0.037
H -5.109 1.350 -0.487
H -3.338 1.254 -0.370
H -5.124 0.213 -2.631
H -3.534 0.997 -2.760
*
```

The computed Mulliken charges, all in e, follow: C -0.90; P 0.30; O -0.44; S 0.93; O -0.74; O -0.64; N -0.36; S 0.96; O -0.54; O -0.61; P 0.20; O -0.45; Br -0.25; H 0.37; H 0.15; H 0.38; H 0.29; H 0.34; C -0.32; C -0.31; O -0.35; C 0.60; O -0.55; O -0.32; H 0.30; H 0.26; H 0.28; H 0.28; C 0.28; C -0.35; O -0.34; C 0.68; O -0.54; O -0.34; H 0.28; H -0.13; H 0.28; H 0.29


Molecular formula: C7H13BrO3SYb
Method: DFT, ωB97M-V with the def2-TZVPD basis set

Computed properties:
LUMO level = -10.797 eV
frontier orbital gap = 4.298 eV
energy = -4630.21439 hartree
HOMO energy = -15.094 eV

Structure (ORCA input):
```
! RIJCOSX wB97M-V def2-TZVPD def2/J DEFGRID3
* xyz 2 1
C 2.481 -1.118 -0.062
C 1.885 0.283 -0.667
C 1.147 1.262 0.419
Br 2.034 1.295 2.237
C -0.485 1.032 0.551
C -0.709 -0.266 1.518
C -2.066 -1.137 1.236
O -2.026 -1.773 -0.116
S -2.366 -0.484 -1.178
O -2.327 -1.000 -2.669
O -3.860 -0.018 -0.965
C -1.290 1.014 -0.870
H 3.238 -0.988 0.834
H 3.121 -1.613 -0.939
H 1.642 -1.932 0.182
H 2.820 0.895 -1.085
H 1.242 0.007 -1.608
H 1.272 2.373 0.000
H -0.889 1.978 1.156
H 0.219 -1.011 1.565
H -0.808 0.156 2.630
H -2.036 -2.055 1.998
H -3.067 -0.573 1.458
H -0.596 1.158 -1.830
H -2.017 1.961 -0.889
Yb 3.440 0.556 -2.906
*
```

The computed Mulliken charges, all in e, follow: C -1.04; C 0.30; C -0.82; Br -0.01; C 0.11; C -0.53; C -0.67; O -0.30; S 1.09; O -0.62; O -0.58; C -0.69; H 0.39; H 0.23; H 0.29; H -0.20; H 0.54; H 0.43; H 0.44; H 0.21; H 0.41; H 0.35; H 0.37; H 0.25; H 0.40; Yb 1.64


Molecular formula: C7H13Cl2FN2O2S
Method: DFT, ωB97M-V with the def2-TZVPD basis set

Computed properties:
LUMO level = 0.570 eV
SMILES = C[C@@H](Cl)[C@H](Cl)NS(=O)(=O)F.CCCC#N
frontier orbital gap = 11.395 eV
energy = -1952.95016 hartree
HOMO energy = -10.824 eV

Structure (ORCA input):
```
! RIJCOSX wB97M-V def2-TZVPD def2/J DEFGRID3
* xyz 0 1
C 2.819 2.765 1.064
C 1.899 2.815 -0.146
Cl 1.841 1.237 -0.968
C 0.464 3.256 0.177
Cl 0.490 5.028 0.457
N -0.090 2.620 1.374
S -1.480 1.749 1.245
O -2.574 2.529 0.788
O -1.593 0.921 2.387
F -1.058 0.853 0.048
H 3.686 2.151 0.832
H 2.316 2.347 1.935
H 3.164 3.769 1.315
H 2.289 3.542 -0.855
H -0.182 3.089 -0.681
H -0.208 3.280 2.136
C -1.918 -3.897 -1.914
C -1.092 -4.258 -0.685
C -0.547 -3.026 0.043
C 0.400 -2.273 -0.778
N 1.137 -1.677 -1.426
H -1.312 -3.378 -2.658
H -2.326 -4.793 -2.381
H -2.754 -3.248 -1.646
H -0.262 -4.905 -0.973
H -1.705 -4.822 0.020
H -0.041 -3.318 0.965
H -1.364 -2.359 0.326
*
```

The computed Mulliken charges, all in e, follow: C -1.29; C 0.17; Cl -0.14; C -0.26; Cl -0.17; N -0.24; S 1.07; O -0.55; O -0.56; F -0.18; H 0.41; H 0.29; H 0.33; H 0.37; H 0.42; H 0.30; C -1.14; C -0.43; C -0.31; C 0.21; N -0.43; H 0.35; H 0.33; H 0.30; H 0.30; H 0.30; H 0.30; H 0.25